49
Properties=species:S:1:pos:R:3:forces:R:3 method="wB97M-V/def2-TZVPD" total_charge=0 spin_multiplicity=4 de_lowest_kj_mol=188.21 gap_ev="6.4 / 5.1" max_force_ha_per_bohr=0.05268
Re -0.8273 0.1320 0.1332 0.5 -0.2 2.7
O 1.5349 2.6158 2.4130 -0.1 0.3 -0.2
C 0.5827 1.7680 1.9480 0.2 -0.5 0.5
O 0.4954 1.6419 0.5993 -0.3 -0.4 -0.5
C -0.7708 2.1916 2.5199 0.3 0.1 0.1
O -1.8327 1.7689 1.6387 0.1 -0.4 -0.5
C -2.8826 1.0668 2.3268 0.0 -0.3 0.1
C -2.4214 -0.3552 2.6805 -0.4 0.4 0.2
O -2.9524 -0.9432 3.5873 0.1 -0.1 -0.1
O -1.4720 -0.7877 1.9071 0.5 0.1 -0.8
H 2.4046 2.2598 2.1602 0.0 0.0 0.1
H -0.7644 3.2795 2.5583 -0.1 0.0 0.0
H -0.8960 1.7766 3.5191 -0.1 0.0 0.0
H -3.7234 0.9948 1.6359 0.0 0.1 0.0
H -3.1871 1.6016 3.2232 0.0 0.1 0.0
O 4.0401 -4.7678 1.3483 0.1 -0.2 0.1
C 3.3221 -4.8034 0.3482 -0.3 0.7 -0.2
O 3.2365 -5.5184 -0.6539 0.0 -0.3 0.0
C 2.2963 -3.5991 0.2978 0.2 -0.5 0.0
C 1.1951 -3.6355 -0.5469 0.0 0.2 0.0
C 0.3496 -2.5545 -0.5965 0.0 -0.1 -0.1
N 0.5610 -1.4404 0.1338 -0.5 0.7 0.0
C 1.6349 -1.4017 0.9721 0.2 0.0 0.0
C 2.5040 -2.4607 1.0712 -0.2 0.2 0.0
C 1.9221 -0.1298 1.7200 0.1 -0.2 -0.1
O 3.0020 0.3947 1.6634 0.0 0.0 0.1
O 0.8703 0.3759 2.3984 0.0 0.3 0.0
H 1.0244 -4.5019 -1.1704 0.1 0.0 0.0
H -0.5223 -2.5528 -1.2341 0.0 0.0 0.1
H 3.3487 -2.4201 1.7462 0.0 -0.1 0.0
S -4.8047 -1.5748 -1.6311 -0.1 0.0 0.0
C -3.4191 -1.1347 -1.0393 0.2 0.0 0.0
N -2.3564 -0.8017 -0.6066 -0.6 -0.1 -0.5
C -1.5391 3.4012 -1.4834 -0.1 0.0 0.0
O -0.3447 2.7600 -1.9569 0.0 -0.1 0.1
P -0.1857 1.1920 -1.9446 0.3 0.3 -1.2
O 1.3113 0.9738 -2.3767 -0.2 -0.1 0.2
C 2.4634 1.6303 -1.7991 0.1 0.0 0.0
O -0.9826 0.7710 -3.2426 -0.1 0.1 0.2
C -1.1980 -0.5744 -3.6968 0.1 -0.1 0.0
H -1.2869 4.4440 -1.3198 0.0 0.0 0.0
H -1.8747 2.9631 -0.5412 0.0 0.0 0.0
H -2.3230 3.3229 -2.2350 0.0 0.0 0.0
H 3.3307 1.1585 -2.2487 0.0 0.0 0.0
H 2.4847 1.5002 -0.7214 0.0 0.0 0.0
H 2.4337 2.6884 -2.0486 0.0 0.0 0.0
H -0.4509 -0.8186 -4.4486 0.0 0.0 0.0
H -2.1927 -0.6107 -4.1311 0.0 0.0 0.0
H -1.1382 -1.2861 -2.8764 0.0 0.0 0.0